114
Properties=species:S:1:pos:R:3 method="wB97M-V/def2-TZVPD" orbital_gap_ev=8.7 lumo_energy_ev=0.340
Zn 0.33 -0.83 0.34
N -2.63 0.79 0.24
P -1.48 1.10 1.52
C -2.22 2.59 2.28
C -1.37 3.57 2.80
C -1.89 4.69 3.42
C -3.27 4.86 3.52
C -4.12 3.89 3.00
C -3.60 2.76 2.39
C -1.95 -0.14 2.78
C -3.15 -0.84 2.80
C -3.43 -1.71 3.85
C -2.51 -1.89 4.87
C -1.30 -1.20 4.85
C -1.03 -0.33 3.80
P -1.93 -0.21 -0.99
C -2.97 -1.72 -0.89
C -2.46 -2.95 -1.31
C -3.25 -4.09 -1.26
C -4.55 -4.02 -0.79
C -5.07 -2.80 -0.38
C -4.29 -1.66 -0.43
C -2.65 0.48 -2.52
C -2.11 0.04 -3.73
C -2.65 0.46 -4.94
C -3.73 1.33 -4.95
C -4.27 1.78 -3.76
C -3.74 1.36 -2.54
H -2.95 1.68 -0.13
H -0.30 3.43 2.73
H -1.22 5.45 3.83
H -3.67 5.74 3.99
H -5.19 4.01 3.09
H -4.27 1.99 2.02
H -3.86 -0.72 1.99
H -4.36 -2.26 3.85
H -2.72 -2.58 5.68
H -0.57 -1.34 5.64
H -0.08 0.20 3.77
H -1.44 -3.01 -1.66
H -2.84 -5.05 -1.58
H -5.16 -4.92 -0.74
H -6.09 -2.74 -0.01
H -4.70 -0.70 -0.12
H -1.26 -0.63 -3.71
H -2.23 0.11 -5.87
H -4.16 1.66 -5.90
H -5.12 2.46 -3.76
H -4.19 1.71 -1.62
C -0.19 -5.41 3.98
Si -1.07 -5.16 2.35
C -0.60 -6.53 1.17
C -2.93 -5.19 2.59
C -0.56 -3.57 1.64
C -0.23 -2.50 1.15
H -0.68 -6.18 4.59
H -0.18 -4.48 4.55
H 0.85 -5.72 3.82
H -0.64 -7.51 1.66
H 0.42 -6.38 0.79
H -1.29 -6.55 0.31
H -3.31 -6.21 2.51
H -3.41 -4.57 1.83
H -3.20 -4.79 3.58
C 0.67 -4.69 -4.59
C 0.63 -3.16 -4.71
C 1.22 -2.47 -3.52
N 0.55 -1.85 -2.62
N 1.31 -1.34 -1.59
C 2.59 -1.57 -1.75
N 3.52 -1.14 -0.90
S 2.94 -2.47 -3.19
H 0.20 -5.15 -5.46
H 0.13 -5.01 -3.69
H 1.69 -5.05 -4.51
H -0.41 -2.82 -4.79
H 1.15 -2.84 -5.61
H 3.17 -0.58 -0.11
H 4.50 -1.32 -1.01
O 1.87 0.17 1.03
Si 2.92 0.50 2.20
C 2.45 1.91 3.37
C 2.53 3.23 2.91
C 2.24 4.31 3.74
C 1.86 4.08 5.06
C 1.78 2.78 5.54
C 2.07 1.71 4.70
C 4.51 1.09 1.36
C 5.77 1.02 1.98
C 6.92 1.47 1.33
C 6.83 2.00 0.05
C 5.60 2.09 -0.58
C 4.45 1.64 0.07
C 3.33 -1.02 3.24
C 4.10 -0.96 4.41
C 4.40 -2.10 5.14
C 3.94 -3.34 4.71
C 3.18 -3.43 3.55
C 2.88 -2.28 2.83
H 2.84 3.42 1.88
H 2.31 5.32 3.36
H 1.64 4.92 5.71
H 1.50 2.60 6.57
H 2.00 0.70 5.09
H 5.85 0.60 2.97
H 7.88 1.40 1.83
H 7.73 2.34 -0.45
H 5.53 2.51 -1.58
H 3.49 1.71 -0.43
H 4.45 0.00 4.78
H 4.99 -2.03 6.05
H 4.18 -4.24 5.27
H 2.80 -4.39 3.21
H 2.26 -2.36 1.94

33
Properties=species:S:1:pos:R:3 method="wB97M-V/def2-TZVPD" orbital_gap_ev=5.9 total_charge=-1 lumo_energy_ev=2.600
C 2.07 -1.79 -2.74
C 2.77 -0.55 -2.24
C 2.23 0.08 -0.95
Cl 1.07 -0.90 -0.06
C 1.75 1.50 -1.18
O 2.56 2.31 -1.64
O 0.53 1.89 -0.75
C -0.63 1.73 -1.56
Br -0.14 1.14 -3.36
C -1.77 0.96 -0.92
C -2.11 -0.37 -1.46
O -3.13 -0.97 -1.14
H 2.11 -2.58 -2.02
H 1.02 -1.57 -2.91
H 2.49 -2.09 -3.68
H 2.79 0.19 -3.02
H 3.80 -0.82 -2.06
H 3.06 0.21 -0.28
H -0.97 2.73 -1.72
H -2.66 1.56 -0.94
H -1.55 0.81 0.18
H -1.43 -0.86 -2.17
C -2.29 -0.87 2.91
C -0.93 -0.14 2.76
C -0.48 0.30 4.17
O -1.01 0.91 1.91
H -3.04 -0.18 3.30
H -2.62 -1.24 1.94
H -2.23 -1.73 3.60
H -0.20 -0.95 2.46
H -1.19 1.02 4.58
H 0.50 0.79 4.11
H -0.39 -0.54 4.87

43
Properties=species:S:1:pos:R:3 method="wB97M-V/def2-TZVPD" orbital_gap_ev=8.0 lumo_energy_ev=0.169 smiles="COC(=O)c1sccc1NC(=S)N1CCN(c2ccccc2F)CC1"
C -2.74 3.55 3.70
O -1.33 3.59 3.64
C -0.74 2.60 2.95
O -1.36 1.70 2.41
C 0.70 2.70 2.94
S 1.55 3.99 3.72
C 3.05 3.31 3.24
C 2.92 2.17 2.52
C 1.57 1.80 2.33
N 1.05 0.72 1.66
C 1.67 -0.35 1.08
S 3.30 -0.46 0.86
N 0.86 -1.35 0.65
C 1.43 -2.41 -0.16
C 0.32 -3.10 -0.96
N -0.61 -2.13 -1.47
C -0.61 -1.66 -2.77
C -1.74 -0.97 -3.25
C -1.81 -0.50 -4.54
C -0.77 -0.70 -5.43
C 0.35 -1.39 -4.99
C 0.42 -1.84 -3.69
F 1.58 -2.47 -3.34
C -1.32 -1.41 -0.44
C -0.56 -1.50 0.89
H -3.04 4.42 4.29
H -3.17 3.59 2.70
H -3.07 2.63 4.19
H 3.96 3.81 3.52
H 3.75 1.61 2.13
H 0.03 0.75 1.67
H 1.96 -3.14 0.48
H 2.17 -1.98 -0.84
H 0.76 -3.69 -1.76
H -0.24 -3.80 -0.32
H -2.58 -0.82 -2.59
H -2.69 0.03 -4.86
H -0.82 -0.34 -6.44
H 1.20 -1.56 -5.64
H -1.41 -0.36 -0.73
H -2.33 -1.82 -0.29
H -0.72 -2.47 1.36
H -0.95 -0.75 1.58

69
Properties=species:S:1:pos:R:3 method="wB97M-V/def2-TZVPD" de_lowest_kj_mol=152.6 orbital_gap_ev="5.8 / 5.8" total_charge=+2 lumo_energy_ev="-8.589 / -8.588"
Os -0.14 -0.69 -0.02
C 3.92 -0.36 -0.04
O 2.77 -1.05 -0.52
C 3.08 -2.42 -0.72
C 2.04 -3.04 -1.61
O 0.75 -2.94 -1.01
C -0.07 -4.08 -1.32
H 4.71 -0.37 -0.79
H 4.30 -0.81 0.88
H 3.64 0.67 0.16
H 3.10 -2.94 0.24
H 4.06 -2.53 -1.20
H 2.30 -4.10 -1.73
H 2.02 -2.57 -2.60
H 0.38 -4.98 -0.90
H -0.17 -4.19 -2.41
H -1.04 -3.93 -0.88
C -1.90 2.93 -0.85
C -2.61 1.62 -0.86
N -2.07 0.43 -0.64
C -3.10 -0.50 -0.69
C -4.27 0.15 -0.94
N -3.93 1.47 -1.05
C -5.71 -0.23 -1.08
O -6.00 -1.50 -1.00
O -6.50 0.66 -1.23
C -2.82 -1.92 -0.39
O -3.67 -2.77 -0.52
O -1.62 -2.11 0.04
H -0.94 2.84 -1.34
H -1.74 3.23 0.19
H -2.49 3.69 -1.35
H -4.62 2.19 -1.22
H -5.23 -2.09 -0.88
C 1.49 2.03 -4.10
C 2.05 2.84 -3.12
C 1.88 2.54 -1.78
C 1.09 1.44 -1.40
C 0.56 0.62 -2.41
C 0.76 0.90 -3.74
N 0.86 1.05 -0.09
C 1.17 1.87 0.99
C 1.78 1.29 2.12
C 2.16 2.08 3.19
C 1.90 3.44 3.19
C 1.27 4.02 2.09
C 0.92 3.25 1.00
H 1.65 2.25 -5.15
H 2.64 3.69 -3.40
H 2.39 3.13 -1.04
H -0.03 -0.28 -2.15
H 0.35 0.25 -4.50
H 2.01 0.24 2.11
H 2.67 1.63 4.03
H 2.18 4.06 4.03
H 1.06 5.08 2.07
H 0.42 3.71 0.16
C -2.24 -0.35 2.76
C -1.07 -1.26 2.81
N -0.02 -1.26 1.99
C 0.85 -2.23 2.44
C 0.33 -2.82 3.54
N -0.87 -2.19 3.76
H -2.15 0.35 1.94
H -2.32 0.21 3.70
H -3.16 -0.93 2.65
H 1.80 -2.42 1.95
H 0.71 -3.59 4.18
H -1.53 -2.41 4.48

Values of E_tot, in order: -5708.24210 -3726.38092 -1869.60734 -1824.69650, all in Eh.